The following is a DFT calculation (the ωB97M-V functional and the def2-TZVPD basis) of C5H11ClN2 as an isolated structure in a non-equilibrium geometry.

```
19
Properties=species:S:1:pos:R:3
C 1.80139 0.70123 -0.09568
C 0.91488 -0.54094 0.26779
C -0.33793 -0.73379 -0.54773
C -1.53385 -1.57497 -0.10947
C -1.98929 -0.29272 0.45061
H 1.57256 2.41173 0.95880
H 1.17550 2.70887 -0.81489
H 1.93350 0.50451 -1.13487
H 2.75145 0.74700 0.52939
H 0.69688 -0.40892 1.37652
H 0.01969 -0.72106 -1.64807
H -1.96618 -1.90234 -1.12635
H -1.50802 -2.57025 0.42740
H -1.83491 -0.15277 1.58777
H -3.10214 -0.12927 0.18341
H -0.49137 1.36711 -0.01048
N 1.15467 1.99163 0.00266
N -1.14614 0.54845 -0.32211
Cl 1.88931 -1.95351 0.02529
```

Values from the calculation:
Highest occupied orbital energy ... -8.1 eV
Energy above the lowest of the compared OMol25 structures with the same formula, charge and spin ... 2.7704 eV
E_tot ... -766.705617 Eh
Orbital gap ... 8.8 eV
Charge ... 0
LUMO level ... 0.7 eV

Löwdin population analysis, charges in e, atoms 1 to 5:
1. C -0.323
2. C -0.739
3. C -0.407
4. C -0.145
5. C -0.318